14
Properties=species:S:1:pos:R:3 method="wB97M-V/def2-TZVPD" e_above_lowest_kcal_mol=104.0 largest_force_ev_per_a=0.80 gap_ev=9.14 homo_energy_ev=-8.10 energy_ha=-324.5587
C -2.6929 0.5277 -0.1647
C -0.4242 0.2252 0.2806
C 0.1659 -0.9308 0.1508
O 1.4614 -1.0501 -0.3038
C 2.2252 0.0044 0.0942
N 3.4544 -0.2493 -0.3315
C -1.3974 1.0828 0.3783
H -3.5172 1.1526 0.1609
H -2.8199 -0.4585 0.3066
H -2.6879 0.3669 -1.2431
H -0.2767 -1.8687 0.4719
H 3.7111 -1.1003 -0.8202
H 4.1801 0.3984 -0.0786
H -1.3820 1.8996 1.0986